138
Properties=species:S:1:pos:R:3:forces:R:3 method="wB97M-V/def2-TZVPD" de_lowest_kj_mol=0.0 energy_ha=-2253.50721 lumo_energy_ev=0.3 gap_ev=9.6 total_charge=0 homo_ev=-9.31
C 0.6440 6.5280 -1.7863 -0.3 -0.1 0.1
C 0.1188 5.3614 -0.9596 -0.5 0.0 -0.8
C -0.0406 4.0711 -1.7470 0.4 -0.5 -0.2
O 0.9292 5.1623 0.1922 0.0 0.0 0.1
H 0.7692 7.3751 -1.1118 0.2 0.1 -0.2
H -0.0787 6.8017 -2.5570 0.0 0.0 0.0
H 1.5801 6.2982 -2.3015 0.1 -0.1 0.2
H -0.8942 5.6275 -0.6417 0.2 0.1 0.5
H -0.4082 3.2665 -1.1061 0.0 0.1 0.0
H 0.9147 3.7294 -2.1644 0.0 0.1 0.1
H -0.7350 4.1416 -2.5864 -0.1 0.3 0.1
H 1.8557 5.1390 -0.1073 -0.1 -0.3 0.2
C -3.9966 2.5866 -1.7007 -0.8 -0.1 -0.5
C -3.6012 1.2734 -2.3653 0.5 0.2 0.3
C -2.3464 1.4138 -3.2353 -0.5 0.6 0.3
O -3.3547 0.2914 -1.3499 -0.2 0.0 -0.3
H -4.9163 2.4376 -1.1305 0.2 -0.1 0.3
H -4.2799 3.3245 -2.4595 0.3 0.1 0.0
H -3.2185 2.9788 -1.0482 0.1 0.0 0.0
H -4.4229 0.8944 -2.9751 -0.1 0.0 0.1
H -2.4374 2.2894 -3.8843 -0.1 -0.2 -0.2
H -2.2011 0.5210 -3.8392 0.3 0.0 0.1
H -1.5124 1.6335 -2.5651 0.2 -0.3 -0.1
H -2.5702 0.5932 -0.8598 0.1 0.0 0.2
C -1.0597 -1.3960 -0.1561 -0.1 0.2 -0.2
C -0.2859 -0.1957 0.3518 0.2 -0.2 0.5
C 1.0981 -0.1076 -0.2763 -0.3 -0.3 0.5
O -1.0396 0.9863 0.0935 -0.2 -0.1 -0.4
H -0.5700 -2.3389 0.0868 0.1 0.1 0.2
H -1.1448 -1.3838 -1.2452 -0.1 0.2 0.0
H -2.0610 -1.3803 0.2735 0.0 -0.2 0.0
H -0.2158 -0.3062 1.4415 0.2 0.0 0.0
H 1.7525 0.5957 0.2420 -0.2 0.3 -0.1
H 0.9343 0.1692 -1.3139 0.4 0.0 -0.1
H 1.5839 -1.0838 -0.1995 0.0 0.0 -0.3
H -0.7072 1.7147 0.6495 0.1 0.0 0.1
C 1.1455 -2.2671 2.9972 -0.3 0.1 -0.7
C 1.8465 -3.1855 1.9803 0.0 0.5 0.9
C 3.2931 -2.7694 1.7704 -0.1 0.1 -0.3
O 1.7325 -4.5409 2.3891 -0.1 -0.2 -0.4
H 0.0633 -2.3538 2.8771 0.0 -0.2 0.2
H 1.3665 -1.2166 2.7887 0.2 0.0 0.1
H 1.4027 -2.4995 4.0300 0.1 0.0 0.0
H 1.3069 -3.0898 1.0370 0.1 -0.3 -0.1
H 3.8531 -2.7496 2.7087 0.0 0.0 0.1
H 3.2958 -1.7625 1.3451 0.2 0.0 0.0
H 3.7976 -3.4379 1.0722 0.0 0.0 0.0
H 2.2116 -4.6591 3.2149 0.0 0.1 0.0
C -0.4669 -3.4278 -3.4359 -0.3 -0.6 -0.5
C -0.3074 -4.4876 -2.3648 0.6 0.4 0.7
C -0.1025 -5.8784 -2.9243 -0.4 -0.1 -0.5
O 0.8737 -4.1120 -1.6210 -0.1 0.3 0.0
H -0.6149 -2.4158 -3.0693 0.0 -0.1 0.3
H -1.3400 -3.6999 -4.0375 0.1 0.2 -0.1
H 0.4028 -3.4408 -4.0975 0.0 0.0 0.0
H -1.1658 -4.4613 -1.6834 0.0 0.0 -0.1
H 0.1382 -6.6009 -2.1456 0.1 0.1 0.1
H 0.6935 -5.8491 -3.6704 0.1 -0.1 0.1
H -0.9991 -6.2582 -3.4255 0.0 0.2 0.0
H 0.9433 -4.6343 -0.8151 -0.1 -0.2 -0.1
C 0.9973 4.0564 3.5792 0.1 -0.1 -0.4
C 0.6639 2.7495 2.8720 -0.3 0.2 0.0
C -0.1643 1.8332 3.7428 0.3 -0.1 0.7
O -0.0906 3.0374 1.6817 0.0 -0.3 -0.1
H 1.5620 4.7008 2.9007 0.1 0.0 0.1
H 1.5901 3.8520 4.4708 0.0 0.1 0.1
H 0.0827 4.5965 3.8249 0.0 -0.1 0.2
H 1.5930 2.2385 2.6008 0.0 0.0 -0.1
H -0.4926 0.9078 3.2688 0.0 0.2 -0.3
H -1.0235 2.3610 4.1600 -0.1 0.0 -0.2
H 0.4566 1.5227 4.5904 0.0 0.1 0.0
H 0.3689 3.7050 1.1363 0.1 0.3 0.1
C 5.6230 4.6361 0.5998 0.8 0.4 0.1
C 4.6621 3.7361 -0.1322 -0.6 0.1 0.3
C 4.0176 2.7028 0.7724 -0.1 -0.3 -0.1
O 3.5473 4.5069 -0.6428 0.3 0.2 -0.2
H 6.5440 4.1224 0.8901 -0.2 -0.2 0.0
H 5.2030 5.0690 1.5088 -0.2 -0.1 -0.1
H 5.9690 5.4716 -0.0186 -0.2 -0.1 -0.1
H 5.1545 3.2615 -0.9846 0.0 -0.1 0.0
H 3.5893 3.1556 1.6690 0.1 0.2 -0.1
H 4.7086 1.9240 1.0987 0.1 0.1 -0.1
H 3.1956 2.2245 0.2372 0.1 0.0 0.0
H 3.9016 5.1675 -1.2494 0.0 0.0 0.0
C -6.4993 -1.5414 -1.9289 -0.6 -0.6 -0.3
C -5.3314 -2.5104 -1.8403 0.3 0.3 -0.1
C -4.4732 -2.4964 -3.1028 0.0 0.2 0.1
O -4.5315 -2.2045 -0.6979 0.0 -0.3 -0.1
H -7.1717 -1.8497 -2.7387 0.1 0.1 0.0
H -6.1999 -0.5124 -2.1238 0.2 0.0 0.1
H -7.1024 -1.5970 -1.0224 0.2 0.2 0.1
H -5.6960 -3.5268 -1.6808 -0.1 0.0 0.1
H -3.9637 -1.5312 -3.1652 0.1 0.0 0.0
H -5.0739 -2.6079 -4.0067 0.0 -0.1 0.0
H -3.7184 -3.2820 -3.0680 0.0 0.0 0.0
H -4.1424 -1.3228 -0.8293 0.0 0.1 -0.1
C -2.1683 -4.4272 1.2720 0.4 -0.3 -0.3
C -3.5958 -4.6904 1.7204 0.0 -0.4 0.0
C -3.6962 -5.4311 3.0382 0.2 0.1 0.3
O -4.3289 -3.4803 1.8105 0.0 -0.3 -0.1
H -1.5692 -5.3449 1.2779 -0.1 0.0 0.0
H -1.6341 -3.7028 1.8893 -0.3 0.1 0.1
H -2.1763 -4.0638 0.2410 0.0 0.1 0.1
H -4.0526 -5.3549 0.9693 0.0 0.2 -0.1
H -3.1953 -6.4005 3.0070 0.1 0.0 -0.2
H -4.7386 -5.6226 3.2916 0.0 0.2 0.1
H -3.2209 -4.8540 3.8363 -0.2 0.0 0.0
H -4.4282 -3.1547 0.8992 -0.1 0.4 0.1
C 3.8304 0.5754 3.4605 0.3 -0.3 0.0
C 3.6588 -0.1467 4.7967 0.3 0.4 -0.1
C 4.9926 -0.3730 5.4741 0.6 -0.1 0.5
O 2.8170 0.6661 5.6278 -0.1 -0.4 0.0
H 4.6356 0.1593 2.8473 0.0 -0.2 0.1
H 4.1038 1.6085 3.6800 -0.2 0.1 -0.2
H 2.9215 0.5079 2.8636 -0.1 0.3 0.1
H 3.1640 -1.1035 4.6362 -0.2 0.0 0.1
H 5.6756 -0.9925 4.8899 -0.1 0.1 -0.2
H 4.9309 -0.8575 6.4530 -0.4 -0.1 -0.1
H 5.4959 0.5813 5.6736 0.0 0.0 -0.3
H 3.3893 1.1521 6.2284 0.0 0.0 0.0
C 1.4169 -0.6470 -6.1349 0.2 -0.2 0.0
C 2.4902 -0.3894 -5.0844 -0.2 -0.1 0.0
C 1.8907 0.0221 -3.7542 -0.3 0.4 -0.2
O 3.3300 -1.5322 -4.9497 0.2 -0.1 0.0
H 0.7982 0.2351 -6.3047 0.1 0.0 0.0
H 0.7618 -1.4703 -5.8392 0.0 0.0 0.1
H 1.9129 -0.9373 -7.0616 -0.1 0.1 -0.1
H 3.1428 0.3990 -5.4690 0.0 0.0 0.1
H 1.4271 1.0089 -3.8512 0.0 0.0 0.0
H 2.6289 0.0794 -2.9553 0.1 -0.1 0.0
H 1.0840 -0.6583 -3.4681 0.1 -0.1 0.1
H 3.0288 -2.0810 -4.2190 -0.1 0.0 0.0
C -3.5848 2.2690 2.1218 -0.6 0.0 -0.4
O -2.9478 3.4846 1.7809 0.1 0.1 0.2
H -3.6237 1.5972 1.2574 0.2 -0.2 0.2
H -3.1576 1.7592 2.9872 0.2 0.0 0.0
H -4.6254 2.4952 2.3659 0.1 0.1 0.1
H -1.9911 3.3443 1.7445 0.0 0.0 0.1

***

152
Properties=species:S:1:pos:R:3:forces:R:3 method="wB97M-V/def2-TZVPD" de_lowest_kj_mol=0.0 energy_ha=-3170.44211 lumo_energy_ev=0.4 gap_ev=9.2 total_charge=0 homo_ev=-8.76
C 3.7794 -2.4728 -2.5190 -1.3 0.5 -0.8
C 2.5356 -2.2038 -3.3899 0.3 -0.2 -1.4
O 2.8189 -1.4604 -4.5970 0.0 -0.1 0.4
O 4.4840 -1.2461 -2.3142 -0.2 -0.3 0.5
H 4.4596 -3.2056 -2.9573 -0.2 -0.2 0.0
H 3.3424 -2.8443 -1.5900 0.6 0.0 0.3
H 1.7292 -1.6927 -2.8690 0.3 0.2 0.3
H 2.0962 -3.1218 -3.7899 0.1 -0.3 0.6
H 3.7478 -1.2295 -4.6027 0.1 0.2 -0.1
H 5.0750 -1.1134 -3.0565 0.2 0.1 0.1
C -0.0632 0.0511 0.5002 -1.1 -2.0 0.4
C 0.1254 0.2902 -0.9756 1.9 1.1 0.3
O -0.7049 -0.4925 -1.7794 -0.3 0.1 -0.2
O 0.3037 -1.3352 0.7732 0.2 0.1 -0.3
H -1.1434 0.0268 0.7029 0.1 0.9 0.1
H 0.4993 0.6277 1.2291 -0.1 0.8 -0.6
H 1.1961 0.1439 -1.1957 0.0 -0.7 0.0
H 0.0857 1.3553 -1.2320 -0.9 0.0 0.1
H -0.2728 -1.3401 -1.9576 -0.1 -0.3 0.1
H 0.3164 -1.4522 1.7347 0.1 -0.3 0.0
C -5.6982 1.3526 -2.4712 0.2 0.3 0.1
C -5.0334 0.0011 -2.4640 0.4 -0.5 -2.7
O -3.8038 -0.0812 -1.8018 -0.3 0.5 1.2
O -4.9736 2.2999 -3.3015 -0.4 -0.4 0.9
H -5.8067 1.7594 -1.4612 0.0 0.0 0.0
H -6.6837 1.2585 -2.9337 -0.2 -0.4 0.3
H -4.8456 -0.1351 -3.5443 0.1 0.0 0.0
H -5.7305 -0.8277 -2.3020 -0.1 0.2 0.9
H -3.1840 -0.6949 -2.2023 0.0 0.1 -0.2
H -5.3900 3.1219 -3.0167 0.4 0.3 -0.4
C -1.1902 -5.0566 -3.4940 -1.7 0.0 -0.4
C -1.4261 -3.7142 -2.8235 0.7 0.1 1.0
O -0.2040 -3.1493 -2.3638 0.3 0.3 -0.5
O -1.0133 -6.0371 -2.4817 0.7 0.2 0.4
H -0.4127 -4.9848 -4.2570 0.4 -0.1 0.4
H -2.1059 -5.3570 -4.0221 0.0 0.3 -0.2
H -2.0761 -3.8043 -1.9453 -0.2 -0.5 -0.2
H -1.8900 -2.9474 -3.4431 0.1 -0.3 -0.5
H 0.2738 -3.7276 -1.7463 -0.3 -0.1 0.3
H -0.6150 -6.8345 -2.8382 0.0 0.0 -0.2
C 1.9566 3.5420 -2.9850 -1.9 0.1 0.1
C 2.3296 3.7408 -4.4437 0.6 0.1 0.0
O 2.1725 5.0882 -4.8439 -0.1 0.2 -0.2
O 0.5250 3.7279 -2.8273 0.1 0.1 -0.3
H 2.3376 4.3125 -2.3128 0.7 -0.2 -0.3
H 2.1460 2.5300 -2.6076 0.6 0.1 -0.2
H 1.7309 3.1085 -5.1025 -0.2 -0.2 0.2
H 3.3677 3.4503 -4.6316 0.1 0.1 0.2
H 1.3063 5.1616 -5.2822 -0.1 -0.1 0.2
H 0.1000 3.4989 -3.6774 0.2 -0.2 0.4
C 0.5767 -5.2704 0.6706 1.2 0.2 -0.5
C -0.7584 -5.3534 1.3160 -1.0 0.6 -0.4
O -0.9020 -4.6174 2.5240 0.6 -0.6 0.2
O 0.8777 -4.0055 0.0852 0.1 0.1 -0.4
H 0.5967 -5.9588 -0.1799 -0.4 -0.1 0.1
H 1.4428 -5.5876 1.2649 -0.3 0.2 0.5
H -1.0409 -6.4039 1.4229 -0.1 0.0 0.1
H -1.4202 -4.8477 0.6004 -0.3 -0.5 -0.2
H -1.8454 -4.5118 2.6950 -0.1 0.3 -0.1
H 0.4145 -3.2209 0.4342 0.0 -0.2 0.3
C 3.5787 -2.2219 2.6922 -0.3 -0.5 0.8
C 3.6527 -2.3017 1.2043 -1.2 -1.0 -1.1
O 4.4433 -1.2861 0.6240 0.4 0.1 0.4
O 4.7303 -2.7351 3.3847 0.2 0.8 -0.7
H 2.7574 -2.8042 3.1124 0.1 -0.1 -0.6
H 3.2848 -1.1971 2.9613 0.6 0.2 0.1
H 2.6263 -2.2774 0.8121 0.0 0.5 0.3
H 3.9386 -3.3089 0.8606 0.6 0.0 0.3
H 4.4179 -1.3488 -0.3407 0.1 0.1 0.1
H 5.4637 -2.5467 2.7846 0.2 0.0 0.4
C 0.7278 -2.4505 5.6803 0.3 0.1 -0.7
C 0.0842 -1.9286 4.3978 0.4 1.3 -0.2
O 0.6727 -2.5379 3.2622 -0.8 -0.5 0.2
O -0.0138 -3.5844 6.1232 -0.4 0.4 0.4
H 0.8653 -1.5905 6.3472 -0.5 -0.5 0.6
H 1.7413 -2.8307 5.5146 0.1 0.5 -0.6
H 0.2096 -0.8541 4.2049 0.7 -0.1 0.7
H -1.0140 -1.9142 4.4386 0.1 -1.1 0.1
H 0.3692 -3.4620 3.2829 -0.1 0.1 -0.5
H 0.6009 -4.2231 6.4873 0.0 0.0 0.1
C -0.8990 1.2134 -4.5617 -0.2 0.6 -0.2
O -0.7322 2.5493 -5.0385 0.0 0.2 0.1
C -1.9290 3.2685 -5.1440 -0.6 0.9 0.3
C -1.7468 4.7901 -5.0461 0.0 -0.7 -0.9
N -0.6842 5.2634 -5.9285 0.3 0.4 -0.4
C -0.6721 6.7117 -6.0899 0.8 0.7 0.3
C 0.3122 7.2102 -7.1405 0.0 1.0 -0.6
O 0.1141 6.6040 -8.4011 -0.3 -0.2 -0.5
C 1.0820 5.6663 -8.8035 0.8 -0.1 0.9
H -1.2974 0.5880 -5.3667 0.1 -0.1 0.1
H -1.6045 1.2274 -3.7279 0.2 -0.3 0.1
H 0.0944 0.9019 -4.2477 -0.2 -0.3 0.0
H -2.6304 3.0784 -4.3206 0.1 -0.6 -0.1
H -2.4514 3.0522 -6.0850 0.1 -0.2 0.0
H -1.5979 5.1033 -4.0142 0.3 0.1 0.0
H -2.7277 5.1448 -5.3954 0.0 0.4 0.3
H -0.8738 4.9218 -6.8692 0.1 -0.3 0.1
H -0.2734 7.1982 -5.1920 -0.6 -0.2 0.3
H -1.6688 7.1053 -6.3189 -0.1 0.0 0.1
H 1.3531 7.2894 -6.8012 0.1 -1.1 -0.1
H 0.1505 8.2775 -7.3434 -0.6 0.0 0.3
H 2.0532 6.1490 -8.9779 -0.1 0.0 -0.1
H 0.7886 5.1552 -9.7177 -0.3 0.1 0.1
H 1.2316 4.9447 -7.9884 0.1 -0.2 -0.3
C -3.1931 -2.3114 0.9039 -1.7 -0.4 -1.5
O -3.4871 -3.2616 1.9213 0.9 -0.2 -0.1
C -4.8434 -3.2899 2.3255 0.1 0.4 0.9
C -5.0746 -2.2308 3.3805 0.4 1.1 0.1
N -3.9670 -2.0387 4.3252 -0.5 0.6 0.2
C -4.1908 -0.7865 5.0555 0.5 -0.2 0.7
C -3.1491 -0.5533 6.1722 -1.1 -0.2 -0.1
O -2.0180 0.1412 5.7082 0.0 0.8 0.3
C -1.1016 0.4192 6.7634 0.3 0.0 -0.3
H -2.2143 -2.3373 0.4238 0.4 -0.4 1.0
H -3.4558 -1.2772 1.1418 0.1 -0.1 0.3
H -3.8582 -2.6279 0.0827 0.0 0.6 -0.2
H -5.0470 -4.2805 2.7291 0.1 -0.1 -0.2
H -5.5643 -3.0148 1.5493 0.3 -0.6 -0.5
H -5.9930 -2.4001 3.9468 0.0 -0.3 0.0
H -5.2744 -1.2970 2.8281 0.1 0.2 0.1
H -3.0909 -1.8501 3.8490 -0.1 -0.6 -0.5
H -5.1698 -0.7745 5.5420 0.0 -0.4 0.0
H -4.2237 0.0803 4.3797 0.2 0.1 0.0
H -2.8454 -1.4868 6.6596 0.0 -0.3 -0.3
H -3.7298 -0.0257 6.9418 0.6 0.6 0.1
H -0.3573 1.1539 6.4549 0.0 -0.2 -0.6
H -0.5879 -0.5109 6.9989 0.0 0.1 0.5
H -1.5385 0.8771 7.6547 -0.5 -0.3 0.0
C 2.1300 3.4174 0.6546 -0.1 -0.9 -0.3
O 1.4205 2.7117 1.6434 -0.1 -0.4 0.7
C 1.5052 3.2562 2.9865 -0.2 -0.1 -2.5
C 0.9136 2.2227 3.9444 0.7 0.7 -0.6
N 1.8099 1.1004 4.2037 -0.3 0.4 0.6
C 3.0282 1.4633 4.8929 1.3 0.4 0.4
C 3.5558 0.2591 5.6792 -0.5 0.6 -0.1
O 4.6072 0.6576 6.5287 -0.1 0.0 0.4
C 5.1751 -0.4359 7.2287 1.3 -0.2 -1.7
H 2.1032 2.7359 -0.1975 0.1 0.2 -0.2
H 3.1842 3.5518 0.9186 0.0 0.3 0.1
H 1.6443 4.3493 0.3519 0.1 0.2 0.2
H 0.9491 4.1937 2.8682 0.0 0.1 1.0
H 2.5740 3.4597 3.1006 -0.1 0.1 0.8
H -0.0259 1.8431 3.5435 -0.1 0.1 -0.1
H 0.6985 2.8043 4.8426 0.0 -0.5 0.4
H 2.0823 0.6189 3.3550 -0.4 0.2 -0.2
H 2.9600 2.3190 5.5738 -0.9 -0.2 0.2
H 3.8063 1.8686 4.2271 0.1 -0.5 -0.2
H 3.8674 -0.5028 4.9538 0.1 -0.2 0.3
H 2.7302 -0.1059 6.3003 -0.1 -0.3 -0.2
H 4.6606 -0.8525 8.0934 -0.4 0.4 0.0
H 6.2038 -0.1500 7.4536 -0.2 0.2 0.6
H 5.3476 -1.2221 6.4802 -0.3 -0.4 0.3